Density functional theory data (ωB97M-V/def2-TZVPD) for 14 unconnected molecules or ions with the total composition C39H52N14O28 at a distorted geometry.

The value obtained for the HOMO energy is -9.859 eV.

Geometry as ORCA input:
```
! RIJCOSX wB97M-V def2-TZVPD def2/J DEFGRID3
* xyz 0 1
C 1.1993 0.0436 -0.6008
N 0.1005 -0.2297 0.3437
O -1.0133 -0.4177 -0.0633
O 0.4223 -0.0979 1.5089
H 1.1068 1.1254 -0.6968
H 1.0000 -0.3566 -1.5948
H 2.0989 -0.2621 -0.0666
C 6.0454 -0.0593 -2.5094
N 6.7977 -0.8821 -1.5380
O 6.8148 -0.5033 -0.4071
O 7.3250 -1.9209 -1.8343
H 6.6256 0.3606 -3.3310
H 5.8339 0.8236 -1.9062
H 5.1718 -0.6644 -2.7518
C -3.3593 0.6627 -2.5601
N -3.8174 0.1203 -3.8416
O -2.9844 0.0021 -4.7104
O -5.0801 0.0389 -3.9487
H -4.1327 0.5128 -1.8067
H -2.9182 1.6594 -2.5594
H -2.5851 -0.0363 -2.2437
C 5.8221 -3.0626 1.1629
N 4.6744 -2.4553 0.5188
O 4.4370 -2.8817 -0.6533
O 4.0307 -1.5722 1.1866
H 5.5465 -3.4012 2.1617
H 6.6305 -2.3440 1.2978
H 6.1946 -3.8082 0.4606
C -0.2825 3.4819 -4.3525
N 0.1644 2.3788 -3.4626
O 1.2784 2.4678 -2.9629
O -0.5081 1.3247 -3.3714
H -1.2742 3.7756 -4.0084
H -0.1968 3.1942 -5.4004
H 0.3386 4.3671 -4.2155
C -2.4191 -1.9715 2.1023
N -2.8242 -2.5460 3.4477
O -3.5411 -1.8828 4.2222
O -2.4057 -3.6639 3.6866
H -3.3717 -1.7504 1.6209
H -2.0934 -2.8049 1.4798
H -1.8061 -1.0855 2.2679
C 1.6446 -4.3120 3.4440
N 1.8315 -4.5452 1.9897
O 0.8427 -4.5387 1.3119
O 2.9770 -4.4264 1.5556
H 2.5435 -3.9848 3.9664
H 1.4295 -5.2642 3.9289
H 0.7964 -3.6444 3.5959
C -1.7685 3.4565 1.5240
N -2.2777 3.4351 0.0903
O -1.4216 3.1728 -0.8038
O -3.3911 3.7473 -0.2113
H -1.3133 4.4390 1.6488
H -1.1056 2.6262 1.7672
H -2.6540 3.4186 2.1585
C 0.8519 0.8574 4.8249
N -0.3341 -0.0454 4.6687
O -1.2868 0.5410 4.2196
O -0.1806 -1.2425 4.9451
H 0.6466 1.6363 5.5592
H 1.0291 1.2545 3.8254
H 1.5788 0.1693 5.2566
C -6.0903 1.9433 0.6091
C -7.0570 1.4636 1.4739
C -8.4176 1.8145 1.2508
C -8.7481 2.6520 0.2355
C -7.7284 3.2271 -0.5286
C -6.4095 2.8023 -0.4292
N -10.1673 3.1083 -0.0450
O -10.9042 3.2892 0.9514
O -10.4264 3.3273 -1.2391
H -5.0971 1.5330 0.7165
H -6.7236 0.8072 2.2641
H -9.2048 1.4158 1.8735
H -8.0741 3.7967 -1.3786
H -5.6254 3.2291 -1.0370
C 3.4741 3.8735 -0.3320
C 4.4781 3.8462 0.6950
C 4.2295 4.5139 1.9077
C 2.9863 5.1427 2.1069
C 1.9843 5.0941 1.0622
C 2.2773 4.5522 -0.1716
N 2.7100 5.7928 3.4391
O 3.4057 5.5098 4.3718
O 1.7281 6.5113 3.6012
H 3.6344 3.3509 -1.2634
H 5.3307 3.1879 0.6163
H 4.9597 4.3435 2.6850
H 1.0255 5.5911 1.0738
H 1.4986 4.4691 -0.9154
C -0.1028 -3.3038 -2.0323
C -0.7605 -2.8886 -3.2007
C -0.0368 -2.2099 -4.1884
C 1.3132 -1.8894 -3.9445
C 1.9583 -2.3769 -2.8155
C 1.2743 -3.1004 -1.8360
N 2.0665 -1.0811 -4.9311
O 1.5407 -0.7216 -5.9449
O 3.2446 -0.9026 -4.7187
H -0.6929 -3.8879 -1.3417
H -1.7913 -3.1737 -3.3505
H -0.6832 -1.8836 -4.9897
H 2.9934 -2.1835 -2.5756
H 1.6872 -3.5750 -0.9582
C -5.8422 -5.8727 -5.7380
C -5.6747 -4.5560 -5.4159
C -5.2053 -4.0622 -4.2164
C -4.7197 -4.9881 -3.2347
C -4.7792 -6.3626 -3.5333
C -5.4186 -6.7655 -4.7399
N -4.1247 -4.5263 -1.9553
O -3.6714 -5.3233 -1.0759
O -3.9803 -3.3240 -1.7085
H -6.3668 -6.2148 -6.6179
H -6.1156 -3.9139 -6.1640
H -5.2366 -3.0043 -4.0011
H -4.3617 -7.0936 -2.8567
H -5.4834 -7.8041 -5.0290
C 7.0745 0.8653 3.0630
C 7.6116 1.4638 4.2108
C 6.7308 2.2408 4.9930
C 5.3368 2.1829 4.8152
C 4.8360 1.4137 3.8167
C 5.7074 0.8750 2.8384
N 4.4508 2.8073 5.8181
O 3.2967 2.4754 5.8854
O 4.8290 3.7792 6.4923
H 7.6596 0.2847 2.3651
H 8.6685 1.4299 4.4305
H 7.1671 2.7512 5.8389
H 3.7664 1.3263 3.6956
H 5.3017 0.4756 1.9206
*
```

=====

Density functional theory data (ωB97M-V/def2-TZVPD) for a molecular structure, C39H52N4OP2Ti at a distorted geometry.

The value obtained for the HOMO energy (spin up / spin down) is -6.335 / -7.221 eV.

Geometry as ORCA input:
```
! RIJCOSX wB97M-V def2-TZVPD def2/J DEFGRID3
* xyz 0 3
Ti -1.0625 -0.5997 -0.3839
C -5.0341 -3.3823 -2.3551
C -4.2306 -3.0862 -3.3922
C -4.7208 -2.3468 -4.6080
C -5.5950 -1.0963 -4.3147
C -5.2367 -0.3136 -3.0863
C -5.4253 -0.6993 -1.8170
C -6.5337 -1.6281 -1.4161
C -6.4598 -2.9372 -2.2251
C -1.3695 0.4117 1.4704
H -4.7281 -4.0625 -1.5523
H -3.2870 -3.6032 -3.5508
H -5.3475 -3.0199 -5.2175
H -3.8619 -2.0509 -5.2261
H -5.5132 -0.4206 -5.1850
H -6.6439 -1.4114 -4.2834
H -5.0056 0.7416 -3.3135
H -4.8976 -0.2148 -0.9920
H -7.5186 -1.1551 -1.6108
H -6.4554 -1.8743 -0.3450
H -7.0223 -3.7222 -1.7079
H -6.9238 -2.7822 -3.2047
H -0.9044 -0.2129 2.2456
H -2.3322 0.7826 1.8348
H -0.6651 1.2418 1.3122
P -2.0595 1.0892 -1.8201
P -0.0977 -1.4367 -2.5989
N -3.4639 1.9738 -1.2111
N -1.0862 2.5289 -2.1743
N -1.4000 -2.5625 -0.9843
N 0.8122 -2.8440 -2.8302
C -2.2465 0.2440 -3.4449
C -1.3084 -0.9359 -3.8405
C -4.1754 1.5857 -0.0595
C -5.3295 2.3489 0.0322
C -5.3245 3.2683 -1.0685
C -4.1788 3.0129 -1.8209
C -0.7823 3.5452 -1.2506
C -0.2363 4.6229 -1.9343
C -0.1393 4.2480 -3.3182
C -0.6150 2.9530 -3.4231
C -1.8500 -2.4654 0.3318
C -2.6221 -3.5778 0.6559
C -2.6293 -4.4014 -0.4843
C -1.8651 -3.7504 -1.4666
C 0.7522 -4.1099 -3.4364
C 2.0280 -4.6713 -3.4590
C 2.9211 -3.7200 -2.8546
C 2.1614 -2.6456 -2.4427
H -2.1816 1.0359 -4.1998
H -3.2688 -0.1520 -3.4952
H -1.8685 -1.8186 -4.1848
H -0.6353 -0.6078 -4.6488
H -3.8033 0.7932 0.5752
H -6.0938 2.2395 0.7908
H -6.0753 4.0137 -1.2837
H -3.7646 3.5093 -2.6835
H -1.0222 3.4184 -0.2019
H 0.0477 5.5760 -1.5015
H 0.2087 4.8732 -4.1319
H -0.7018 2.3082 -4.2835
H -1.4223 -1.7624 1.0681
H -3.0908 -3.7186 1.6228
H -3.1628 -5.3408 -0.6036
H -1.5836 -4.1148 -2.4368
H -0.1870 -4.5116 -3.7948
H 2.3276 -5.6339 -3.8591
H 3.9974 -3.7960 -2.7498
H 2.4292 -1.7090 -1.9737
C 2.2584 1.8646 -1.8560
C 2.7575 2.2034 -0.4587
C 2.1845 3.4744 0.1719
C 2.8356 1.0067 0.4740
C 3.8746 1.0747 1.4065
C 4.3142 -0.0464 2.1051
C 3.5732 -1.2109 2.0030
C 2.4694 -1.3068 1.1525
C 1.7758 -2.6665 1.0652
C 2.8597 -3.7309 0.8793
C 0.8867 -2.9565 2.2813
C 2.0085 -0.1609 0.4454
O 0.7964 -0.2061 -0.1123
H 1.2170 1.5328 -1.8569
H 2.8683 1.0510 -2.2723
H 2.3554 2.7450 -2.4992
H 3.8078 2.4968 -0.6355
H 1.1453 3.3655 0.4993
H 2.7920 3.7690 1.0383
H 2.2463 4.2809 -0.5715
H 4.3813 2.0447 1.5660
H 5.1892 0.0272 2.7581
H 3.8901 -2.0606 2.6043
H 1.1392 -2.6766 0.1711
H 3.3792 -3.8844 1.8344
H 2.4749 -4.6905 0.5238
H 3.5782 -3.3828 0.1292
H 0.3575 -2.0475 2.5936
H 0.1249 -3.7116 2.0449
H 1.4884 -3.3099 3.1342
*
```

=====

Density functional theory data (ωB97M-V/def2-TZVPD) for a molecular structure, C39H53F5N2O9P3Re at a distorted geometry.

The value obtained for the HOMO energy (spin up / spin down) is -9.772 / -10.129 eV.

Geometry as ORCA input:
```
! RIJCOSX wB97M-V def2-TZVPD def2/J DEFGRID3
* xyz 1 2
Re -1.0932 0.3229 0.6461
C -5.1818 1.7501 0.5634
C -3.9116 1.2272 1.1696
O -2.8242 1.6042 0.6148
C -3.9755 0.4320 2.3214
C -2.8548 0.0862 3.0849
C -2.9767 -0.4268 4.4804
N -1.6215 0.2907 2.6201
N -0.6499 0.4195 3.5169
C 0.4431 0.9296 2.9978
O 0.5229 1.1736 1.7333
C 1.5021 1.3649 3.9102
C 1.4733 1.0268 5.2636
C 2.4790 1.4692 6.1024
C 3.5094 2.2549 5.6049
C 3.5281 2.6124 4.2660
C 2.5230 2.1779 3.4225
H -5.0520 2.7870 0.2668
H -6.0220 1.6531 1.2404
H -5.3943 1.1842 -0.3410
H -4.9497 0.1989 2.7198
H -3.9607 -0.8362 4.6845
H -2.7720 0.3778 5.1852
H -2.2114 -1.1839 4.6353
H 0.6628 0.4200 5.6343
H 2.4566 1.2154 7.1525
H 4.2970 2.5925 6.2619
H 4.3262 3.2347 3.8871
H 2.5005 2.4603 2.3800
C -0.7143 -4.2592 -2.9318
C -0.6432 -2.8097 -3.3890
C -0.3076 -2.7115 -4.8692
O 0.4060 -2.1945 -2.6029
P 0.5789 -0.6625 -2.3132
O -0.4641 0.0429 -1.5347
C 2.1893 -0.7273 -1.4767
P 1.8790 -1.4946 0.1461
O 0.5137 -1.3144 0.6920
O 2.9376 -0.8951 1.1651
C 4.3136 -0.5968 0.8495
C 5.1270 -1.8372 0.5080
C 4.8748 0.1420 2.0539
O 2.2163 -3.0173 -0.0935
C 2.3527 -3.9051 1.0472
C 1.0017 -4.4033 1.5264
C 3.2516 -5.0459 0.6007
O 0.7845 0.0839 -3.6946
C 0.0945 1.3292 -3.9457
C -1.2302 1.0538 -4.6381
C 1.0076 2.2074 -4.7834
H -1.5911 -4.7428 -3.3521
H -0.7574 -4.3029 -1.8466
H 0.1698 -4.7961 -3.2670
H -1.5817 -2.2873 -3.1765
H 0.5799 -3.3025 -5.0835
H -0.1184 -1.6817 -5.1598
H -1.1352 -3.1023 -5.4548
H 2.5468 0.2915 -1.3331
H 2.9051 -1.2999 -2.0584
H 4.3310 0.0720 -0.0185
H 5.2108 -2.4914 1.3711
H 6.1254 -1.5319 0.2030
H 4.6737 -2.3867 -0.3126
H 4.7519 -0.4545 2.9525
H 4.3502 1.0794 2.2040
H 5.9284 0.3493 1.8992
H 2.8300 -3.3300 1.8508
H 0.4860 -4.9313 0.7289
H 0.3948 -3.5703 1.8628
H 1.1493 -5.0862 2.3585
H 2.7964 -5.5667 -0.2367
H 3.3909 -5.7441 1.4203
H 4.2208 -4.6702 0.2861
H -0.1043 1.8013 -2.9780
H -1.0542 0.5917 -5.6053
H -1.7650 1.9895 -4.7800
H -1.8406 0.3860 -4.0342
H 1.2075 1.7338 -5.7398
H 1.9555 2.3741 -4.2804
H 0.5290 3.1667 -4.9582
C 1.3528 3.3974 -0.4493
P -0.4451 3.0596 -0.1324
C -0.7752 3.9936 1.4230
C -1.2459 4.2335 -1.2906
C -2.3868 3.8601 -1.9872
C -3.0474 4.7825 -2.7831
C -2.5678 6.0774 -2.8936
C -1.4166 6.4451 -2.2159
C -0.7581 5.5295 -1.4175
H 1.7125 4.2572 0.1111
H 1.4993 3.5768 -1.5128
H 1.9255 2.5223 -0.1513
H -0.4567 5.0300 1.3263
H -0.2692 3.5221 2.2596
H -1.8472 3.9727 1.6010
H -2.7520 2.8488 -1.8824
H -3.9405 4.4936 -3.3174
H -3.0864 6.7985 -3.5080
H -1.0341 7.4504 -2.3044
H 0.1302 5.8320 -0.8838
F -3.4109 -6.2166 -0.1140
C -3.2223 -4.8932 -0.1253
C -2.5618 -4.2607 0.9247
F -2.1159 -4.9733 1.9646
C -2.3532 -2.8958 0.8948
F -1.7154 -2.3009 1.9278
C -2.7877 -2.0766 -0.1694
O -2.6037 -0.8094 -0.2137
C -3.4836 -2.7541 -1.2007
F -3.9293 -2.0280 -2.2430
C -3.6733 -4.1242 -1.1965
F -4.2613 -4.7106 -2.2431
*
```

=====

Table of E_tot (Eh), in record order: -4389.1883 -3343.4951 -3906.2693
Table of ΔE to the lowest compared entry with this formula, charge and spin (kJ/mol), in record order: 132.1 315.8 0.0